C23H39BeCl2N5O3P as an isolated structure at a distorted geometry, computed with ωB97M-V/def2-TZVPD.

XYZ file:
```
74
Properties=species:S:1:pos:R:3
O 0.11717 0.49799 -2.45577
C -0.82146 0.89713 -3.21982
C -0.48960 1.56597 -4.43714
C 0.74972 2.25057 -4.60494
H 1.43508 2.33420 -3.75597
C 1.05366 2.83727 -5.83038
H 1.99495 3.37752 -5.95255
C 0.15019 2.74294 -6.90664
H 0.40096 3.20622 -7.86394
C -1.05970 2.04611 -6.75556
H -1.75627 1.96313 -7.59608
C -1.37950 1.46302 -5.53418
H -2.31002 0.91574 -5.37189
H -1.85257 0.57833 -3.03290
C -3.62770 2.46192 -1.97804
C -3.98465 1.01257 -1.76110
H -4.17363 3.09374 -1.26390
H -3.85902 2.80290 -2.98849
H -2.55365 2.61630 -1.79827
C -4.05846 0.46435 -0.53057
C -3.53648 1.19811 0.66598
H -4.50141 -0.51997 -0.38845
H -4.02785 2.17467 0.80072
H -2.45856 1.41494 0.58174
H -3.67085 0.63778 1.59661
Be 0.95193 0.27632 -1.25648
Cl 1.51001 1.79784 -0.20050
Cl -4.35598 0.07896 -3.14608
H 4.85768 -0.89767 -3.48793
H 5.49223 0.86331 -1.83147
C 3.83904 -0.74746 -3.09363
C 4.59370 0.70448 -1.21794
N 3.88057 -0.49397 -1.65786
H 3.23989 -1.64280 -3.28423
C 3.64956 -1.51506 -0.79122
O 3.16740 -2.60334 -1.12483
H 4.87904 0.59257 -0.16386
H 3.89065 -1.26236 0.26491
H 3.40171 0.11223 -3.61821
H 3.93835 1.58218 -1.29553
H -1.18555 -3.97974 0.70711
H -0.01914 -5.30091 -0.45877
C -0.79562 -3.00196 0.40775
C 0.12006 -4.60198 -1.28916
N 0.06783 -3.24799 -0.74805
H -0.23591 -2.54958 1.24094
C 0.71015 -2.25282 -1.31196
O 0.84704 -1.14331 -0.68550
H 1.09381 -4.75186 -1.76343
H 1.12512 -2.39749 -2.31981
H -1.63503 -2.34223 0.13304
H -0.68034 -4.76581 -2.02360
C 1.89834 -0.75214 4.96847
N 2.44787 0.19110 3.97660
C 2.06684 1.56985 4.35403
N 0.60757 1.74004 4.47991
C 0.08178 0.76291 5.45801
N 0.42922 -0.63212 5.10449
C -0.26402 -1.07033 3.88849
P 0.17534 -0.03762 2.38332
C 2.05098 -0.14895 2.61556
C -0.07336 1.64445 3.19482
H 2.34462 -0.51261 5.94640
H 2.14317 -1.77884 4.66736
H 2.44284 2.26719 3.59629
H 2.51936 1.78102 5.33519
H -1.01166 0.85336 5.50666
H 0.53543 0.97940 6.43814
H -0.01258 -2.12024 3.67502
H -1.35116 -1.00153 4.04017
H 2.51672 0.53228 1.89111
H 2.36507 -1.17881 2.38330
H -1.15324 1.79597 3.33299
H 0.30582 2.40865 2.50591
```

Computed properties:
* total charge: -1
* Kohn-Sham gap (spin up / spin down): 2.38 / 2.32 eV
* LUMO energy (spin up / spin down): 2.2020 / 2.2071 eV

=====

C23H39BiF6N11O8P2S3 as an isolated structure, computed with ωB97M-V/def2-TZVPD.

XYZ file:
```
93
Properties=species:S:1:pos:R:3
Bi 0.52834 -0.29589 0.04255
O 4.59096 -1.65432 0.45631
C 3.55717 -1.08196 0.17100
N 2.35823 -1.22037 0.78392
C 2.15545 -2.43467 1.55150
C 1.17596 -3.32389 0.80873
C 0.99453 -4.65528 1.14056
C 0.05368 -5.39779 0.45331
C -0.68384 -4.79606 -0.55876
C -0.45063 -3.46782 -0.83725
N 0.46938 -2.75116 -0.17621
C 3.52721 -0.18899 -1.05104
C 4.70021 0.15061 -1.69530
C 4.62365 0.86329 -2.87992
C 3.37650 1.20086 -3.38740
C 2.24586 0.82867 -2.68804
N 2.32477 0.14421 -1.53823
H 3.10721 -2.94582 1.68213
H 1.75421 -2.20703 2.54090
H 1.58289 -5.09624 1.93518
H -0.10615 -6.43910 0.70212
H -1.43306 -5.34340 -1.11370
H -1.01404 -2.94009 -1.59192
H 5.63757 -0.16467 -1.25843
H 5.52560 1.14651 -3.40697
H 3.27798 1.74890 -4.31410
H 1.24855 1.08436 -3.01862
C -3.46498 2.45726 -4.60550
N -2.29478 1.76799 -4.07329
C -1.29904 1.41606 -5.07965
P -1.85194 2.08974 -2.52025
O -0.51863 1.51142 -2.21597
O -3.07191 1.48958 -1.64124
P -3.31301 -0.08438 -1.32835
O -2.07586 -0.74133 -0.84975
N -4.60691 0.01856 -0.34079
C -5.07618 -1.27761 0.17320
C -4.91822 1.15477 0.52856
N -3.83151 -0.75805 -2.74163
C -5.19792 -0.52405 -3.20173
C -3.23153 -1.98583 -3.24811
N -1.97389 3.66474 -2.12295
C -0.82898 4.54100 -2.36729
C -3.22520 4.36415 -1.84755
H -3.90934 1.85348 -5.39736
H -3.21007 3.43643 -5.02406
H -4.21712 2.59521 -3.82879
H -1.72521 0.68935 -5.77383
H -0.43523 0.96625 -4.60314
H -0.97411 2.28866 -5.65573
H -4.76755 -2.08460 -0.49435
H -6.16607 -1.27193 0.21922
H -4.67156 -1.48131 1.16538
H -4.49730 2.07181 0.12447
H -4.53322 1.00289 1.54074
H -6.00193 1.26517 0.58563
H -5.58520 0.40533 -2.79224
H -5.86976 -1.33500 -2.90224
H -5.20593 -0.45364 -4.29094
H -2.15965 -1.97055 -3.07622
H -3.39843 -2.04190 -4.32510
H -3.65949 -2.88469 -2.78957
H 0.05596 3.95330 -2.60097
H -0.62771 5.13497 -1.47392
H -1.02314 5.22346 -3.19967
H -4.01390 3.65673 -1.60360
H -3.53760 4.97265 -2.70029
H -3.08506 5.01689 -0.98437
F -1.11200 3.35211 3.94478
C -0.57037 2.69996 2.86838
F -2.09516 3.33537 0.78995
F -0.02714 4.58424 1.50851
S 0.06539 1.08795 3.50793
O 0.94119 0.54132 2.47179
O 0.59952 1.20501 4.81758
N -1.39935 0.41827 3.43828
S -1.65163 -1.09800 3.05249
O -3.05289 -1.33242 2.94767
O -0.79376 -1.54547 1.96463
C -1.04356 -2.10762 4.47022
F -1.77911 -1.91075 5.54310
F -1.10752 -3.38735 4.10443
F 0.22495 -1.78920 4.72381
N 1.06289 2.38516 0.24475
N 1.56050 2.98404 1.44350
C 0.58265 3.60213 2.28866
N 1.28170 4.11369 3.38899
S -1.90124 2.05299 1.79949
H 1.66675 2.71207 -0.50276
H 0.14028 2.75948 0.02801
H 2.06701 2.28087 1.96230
H 2.03881 4.71099 3.08541
H 0.69149 4.57308 4.06672
```

Computed properties:
* total charge: +1
* Kohn-Sham gap: 8.76 eV
* LUMO energy: -2.7980 eV

=====

C23H39BrN9O4S5Ta as an isolated structure, computed with ωB97M-V/def2-TZVPD.

XYZ file:
```
82
Properties=species:S:1:pos:R:3
Ta 0.41889 0.19264 -0.19532
S 2.69945 0.97015 -0.93715
S 3.12934 -0.34400 -2.46210
S 1.34573 -1.34966 -2.16748
S -0.04109 0.04408 -2.58371
Br -5.81830 -0.85038 0.58120
C -4.70724 -1.95608 -0.48258
C -5.28029 -2.83925 -1.38933
C -4.42827 -3.65711 -2.11131
C -3.05547 -3.56638 -1.90601
C -2.60219 -2.63565 -0.99276
N -3.41253 -1.84543 -0.28204
C -1.13631 -2.49367 -0.72957
O -0.34822 -3.35960 -1.00984
O -0.80239 -1.36235 -0.09506
H -6.35236 -2.88443 -1.51079
H -4.83056 -4.36336 -2.82480
H -2.34983 -4.19085 -2.43376
C -1.50589 0.55937 3.92853
C -1.59112 0.09933 2.50268
N -2.61848 -0.63054 2.14491
O -0.68874 0.47944 1.70378
H -2.16530 -0.00351 4.58477
H -1.79072 1.61253 3.97703
H -0.47929 0.47383 4.27975
H -3.31720 -0.86504 2.83253
H -2.80590 -0.90285 1.16705
C 2.46623 3.58003 2.36616
S 0.99442 2.59321 2.21572
C -0.16808 3.86902 1.76888
O 1.26353 1.83647 0.89650
H 2.62933 4.14090 1.44766
H 3.29488 2.89996 2.55632
H 2.33731 4.24548 3.21990
H -0.25508 4.55827 2.60880
H -1.12320 3.38630 1.57507
H 0.19429 4.37662 0.87572
C 0.81818 -2.18974 2.13525
N 1.60463 -3.01870 3.01268
C 2.37635 -2.17163 3.91806
N 3.26732 -1.28289 3.17366
C 2.48342 -0.45298 2.29637
N 1.66650 -1.24561 1.29739
C 2.65563 -2.14412 0.55913
N 3.43271 -2.95757 1.44982
C 2.53814 -3.82395 2.21547
C 4.18043 -2.10262 2.36926
H 0.14712 -1.58940 2.74136
H 0.24554 -2.81550 1.45347
H 2.96857 -2.80027 4.58195
H 1.69170 -1.57185 4.52348
H 3.13495 0.21566 1.73563
H 1.78105 0.12377 2.90151
H 3.31932 -1.49404 -0.01107
H 2.07135 -2.78254 -0.10360
H 3.12530 -4.45541 2.88068
H 1.97614 -4.46001 1.53041
H 4.84506 -1.45059 1.80021
H 4.78110 -2.72234 3.03358
C -0.28191 4.87724 -3.31550
C 0.91882 4.32337 -2.57501
N 0.49311 3.36624 -1.54068
C -0.77331 2.95369 -1.33762
N -0.99766 1.80369 -0.68981
C -2.41696 1.49977 -0.44026
C -3.26211 1.86043 -1.64561
C -3.15475 3.34847 -1.87710
N -1.76064 3.77582 -1.73411
C -1.39732 5.07415 -2.30696
H -0.61830 4.18589 -4.09075
H -0.01996 5.81771 -3.79737
H 1.46882 5.13022 -2.08827
H 1.60436 3.81377 -3.25282
H 1.21251 2.71579 -1.24971
H -2.77872 2.03534 0.44773
H -2.51439 0.43931 -0.25276
H -4.30209 1.58174 -1.47984
H -2.90023 1.30802 -2.51732
H -3.77113 3.89984 -1.16277
H -3.49044 3.61645 -2.87994
H -1.08455 5.75738 -1.51194
H -2.29061 5.48999 -2.76636
```

Computed properties:
* total charge: +2
* energy relative to the best compared isomer or geometry (same formula, charge and spin): 7.0 kJ/mol
* Kohn-Sham gap: 7.69 eV
* LUMO energy: -5.7516 eV

=====

C23H39Cl2N4O4Ti as an isolated structure at a distorted geometry, computed with ωB97M-V/def2-TZVPD.

XYZ file:
```
73
Properties=species:S:1:pos:R:3
O 0.33720 2.64531 -2.47987
C 0.89796 3.68701 -2.16333
C 0.59873 5.04482 -2.70607
C -0.65436 5.30530 -3.28582
H -1.43630 4.54200 -3.21261
C -0.89168 6.51212 -3.95131
H -1.86731 6.70012 -4.41290
C 0.12392 7.48186 -4.03660
H -0.04067 8.39989 -4.59861
C 1.34228 7.28742 -3.36235
H 2.11505 8.07308 -3.36185
C 1.56650 6.07602 -2.68357
H 2.48833 5.89483 -2.12428
H 1.71263 3.67945 -1.41246
C 2.12213 0.09759 -2.62754
C 1.87043 -0.46051 -1.28757
H 2.57551 -0.65664 -3.29375
H 2.83713 0.93716 -2.54560
H 1.22443 0.48786 -3.11254
C 2.77258 -1.10161 -0.54706
C 4.09615 -1.63806 -1.02434
H 2.60455 -1.25623 0.52701
H 4.64303 -0.92114 -1.65980
H 3.99755 -2.58471 -1.59183
H 4.71395 -1.87584 -0.14501
Ti -0.07176 -0.33212 -0.20726
Cl -1.20286 -0.09158 -2.13963
Cl 1.06694 1.55934 0.49585
H -3.28668 3.51330 -0.83301
H -5.22861 2.76458 -0.05859
C -2.60215 2.75053 -0.43859
C -4.88057 1.72772 -0.09380
N -3.44718 1.70863 0.15048
H -1.94653 3.19677 0.32298
C -2.90015 0.63754 0.71569
O -1.65589 0.44358 0.77357
H -5.39108 1.13415 0.66933
H -3.61553 -0.08604 1.15410
H -1.96186 2.34192 -1.24320
H -5.10369 1.29732 -1.08211
H 2.33953 -1.96134 4.96706
H 1.58616 0.62118 5.61552
C 2.57201 -1.52552 3.98522
C 1.98338 0.79368 4.60743
N 1.73169 -0.35715 3.75742
H 2.43109 -2.27451 3.20597
C 0.73288 -0.32111 2.86384
O 0.60793 -1.12061 1.90432
H 1.49536 1.66246 4.16132
H 0.02900 0.52455 2.99637
H 3.61300 -1.17759 4.00094
H 3.06493 0.94784 4.66628
C -3.02102 -2.71349 0.46131
N -1.97100 -3.70848 0.63642
C -2.37574 -4.87519 1.39011
C -1.29803 -5.92061 1.49681
C 0.11694 -5.40555 1.44465
N 0.25458 -4.35078 0.45540
C 1.55521 -4.16802 -0.16435
C -0.70268 -3.41520 0.31035
O -0.41474 -2.24744 -0.16096
H -2.83540 -2.08967 -0.42145
H -3.11688 -2.09165 1.37494
H -3.97980 -3.23283 0.33330
H -2.67766 -4.54587 2.40000
H -3.28471 -5.27963 0.91699
H -1.45184 -6.65396 0.70243
H -1.44908 -6.43900 2.44226
H 0.81734 -6.18498 1.13743
H 0.43717 -5.03546 2.43730
H 2.28460 -4.82805 0.31986
H 1.51972 -4.42156 -1.23896
H 1.88391 -3.12720 -0.09165
```

Computed properties:
* total charge: -1
* multiplicity: 3
* energy relative to the best compared isomer or geometry (same formula, charge and spin): 20.3 kJ/mol
* Kohn-Sham gap (spin up / spin down): 1.52 / 5.08 eV
* LUMO energy (spin up / spin down): 1.6496 / 1.6462 eV

=====

C23H39Cl3N3O3SSiSm as an isolated structure at a distorted geometry, computed with ωB97M-V/def2-TZVPD.

XYZ file:
```
74
Properties=species:S:1:pos:R:3
C 0.39258 1.96172 3.02480
C -1.02850 2.26801 2.67015
H 0.93006 2.84373 3.38255
H 0.92988 1.53514 2.16340
H 0.41531 1.20434 3.82466
C -1.61573 3.46752 2.79254
C -0.95236 4.70878 3.29809
H -2.67570 3.58834 2.55775
H 0.12955 4.62037 3.44492
H -1.39121 5.01411 4.25874
H -1.13202 5.54174 2.60596
Sm -0.34395 -0.85532 -0.42653
Cl -0.72449 -2.53620 1.51500
Cl 2.20553 -0.34928 -0.36568
H 0.04362 -5.62429 -4.05214
H 1.61537 -6.65582 -2.23294
C 0.54434 -4.66679 -3.85949
C 2.03902 -5.64792 -2.13582
N 1.03325 -4.64821 -2.48047
H -0.14421 -3.83754 -4.02319
C 0.65526 -3.71680 -1.61494
O -0.04575 -2.71453 -1.93631
H 2.37359 -5.47899 -1.10806
H 0.99149 -3.85705 -0.56955
H 1.39820 -4.60195 -4.54635
H 2.89036 -5.56865 -2.82730
H 0.49187 2.72339 0.11712
H -1.87720 4.02579 -0.24206
C 0.56617 2.77375 -0.97871
C -1.57559 3.98254 -1.30047
N -0.77498 2.79352 -1.55803
H 1.13581 1.91186 -1.33434
C -1.30903 1.76573 -2.22194
O -0.78982 0.62203 -2.28513
H -2.47483 3.92855 -1.92848
H -2.26257 2.00690 -2.72848
H 1.07931 3.70192 -1.25532
H -0.99822 4.87758 -1.55541
O -1.27807 0.76744 0.84008
C -1.75540 1.06395 2.09263
C -3.97541 1.69632 1.04500
C -3.28139 1.13846 2.11717
H -3.41474 2.13302 0.21690
C -5.37486 1.65790 1.03036
H -1.49210 0.23445 2.76984
C -3.98204 0.63613 3.21775
H -5.90807 2.07016 0.17367
C -6.07198 1.11013 2.10875
C -5.37553 0.62107 3.21476
H -3.40109 0.28259 4.07462
H -7.15937 1.06612 2.08711
H -5.90764 0.22796 4.08267
Si 6.47752 -0.83166 -0.04617
Cl 6.39113 0.81304 1.22175
C 6.12161 -0.18487 -1.76644
C 5.21170 -2.05122 0.58056
C 8.20398 -1.55702 0.05751
H 5.13499 0.29694 -1.80332
H 6.13096 -1.01224 -2.48890
H 6.88345 0.54654 -2.06984
H 8.95946 -0.83435 -0.27787
H 8.27310 -2.44954 -0.57990
H 8.44215 -1.85184 1.08804
H 4.21506 -1.58658 0.53691
H 5.42001 -2.34982 1.61696
H 5.19484 -2.95498 -0.04480
S -5.30991 -1.34781 -0.39186
C -4.97004 -1.11126 -2.08887
C -3.61001 -1.11895 -2.30565
N -2.84407 -1.28448 -1.15403
C -3.60760 -1.39795 -0.06882
H -5.74166 -0.96940 -2.83334
H -3.12466 -1.00343 -3.26995
H -3.21876 -1.57284 0.92816
```

Computed properties:
* multiplicity: 6
* energy relative to the best compared isomer or geometry (same formula, charge and spin): 0.0 kJ/mol
* Kohn-Sham gap (spin up / spin down): 8.59 / 8.60 eV
* LUMO energy (spin up / spin down): 0.3020 / 0.3024 eV

=====

C23H39Cl3N3O3SSiTb as an isolated structure at a distorted geometry, computed with ωB97M-V/def2-TZVPD.

XYZ file:
```
74
Properties=species:S:1:pos:R:3
C -1.62661 -2.12831 -2.88954
C -1.13058 -2.93856 -1.73351
H -1.68018 -2.69814 -3.82737
H -0.97051 -1.25661 -3.03721
H -2.62572 -1.73531 -2.62637
C -0.55539 -4.13830 -1.81496
C -0.35939 -4.86251 -3.09964
H -0.25172 -4.69129 -0.91284
H -0.25743 -4.14784 -3.91768
H -1.18071 -5.54470 -3.33629
H 0.55222 -5.45604 -3.04640
Tb 0.20829 0.91260 0.25473
Cl -2.38849 1.28739 0.71020
Cl 2.15288 2.20137 -0.96102
H 0.69432 5.26540 4.46514
H -1.44862 6.21768 3.67716
C 0.94049 4.92042 3.45880
C -1.17884 5.92385 2.65401
N -0.28745 4.75515 2.68959
H 1.47140 3.96720 3.50189
C -0.50474 3.67494 1.94079
O 0.33336 2.73382 1.77757
H -2.07068 5.67375 2.08292
H -1.50157 3.61983 1.46682
H 1.58124 5.68367 3.00675
H -0.66782 6.77903 2.18882
H 1.30154 -1.46010 -2.04709
H 2.36856 -3.97346 -0.75565
C 2.36195 -1.24258 -1.81707
C 3.22889 -3.29108 -0.70012
N 2.77762 -1.91166 -0.59548
H 2.46292 -0.13645 -1.73711
C 2.72590 -1.31985 0.61023
O 2.11002 -0.26117 0.84253
H 3.80681 -3.53343 0.19972
H 3.26934 -1.86241 1.42535
H 2.99462 -1.62736 -2.62458
H 3.83512 -3.38039 -1.60351
O -0.50133 -1.07515 -0.49082
C -1.28518 -2.21113 -0.39815
C 0.20288 -3.47663 1.25366
C -1.06101 -3.12692 0.82189
H 1.06063 -2.99321 0.78775
C 0.33596 -4.43411 2.25134
H -2.35230 -1.88996 -0.33172
C -2.20114 -3.67472 1.41822
H 1.33127 -4.69542 2.60445
C -0.78522 -5.01820 2.83012
C -2.06180 -4.63129 2.41299
H -3.18294 -3.33920 1.08149
H -0.67847 -5.74624 3.63750
H -2.94633 -5.03927 2.89377
Si -0.59762 3.85485 -3.07189
Cl -0.72891 1.68379 -2.75446
C 1.14359 4.53300 -3.09771
C -1.73850 4.54774 -1.76607
C -1.16003 4.47147 -4.75303
H 1.74569 3.96262 -2.37562
H 1.20571 5.59312 -2.78789
H 1.62491 4.43336 -4.09378
H -0.40841 4.18754 -5.48088
H -1.20349 5.55723 -4.71845
H -2.13893 4.09264 -5.02239
H -1.67497 3.94509 -0.86476
H -2.78060 4.52445 -2.11197
H -1.45100 5.56823 -1.52531
S -0.96016 -1.98626 4.50211
C 0.77574 -1.79412 4.54811
C 1.16843 -0.87587 3.59139
N 0.15769 -0.42355 2.76278
C -1.00822 -0.96667 3.09894
H 1.42862 -2.32947 5.21574
H 2.18298 -0.51830 3.46180
H -1.94861 -0.72800 2.60127
```

Computed properties:
* multiplicity: 7
* Kohn-Sham gap (spin up / spin down): 8.63 / 8.66 eV
* LUMO energy (spin up / spin down): 0.4402 / 0.4423 eV